<A>
C2H3FO2S in the gas phase. Source: the Open Molecules 2025 dataset; level of theory: ωB97M-V/def2-TZVPD.

Atoms and positions in Å:
C (-0.578, -0.637, 1.009)
C (0.647, -0.026, -1.169)
O (-1.345, 1.372, -0.491)
O (0.678, 1.686, 0.942)
F (1.916, -0.380, -0.933)
S (-0.188, 0.893, 0.161)
H (-1.306, -1.179, 0.378)
H (0.295, -1.047, 1.665)
H (-0.119, -0.682, -1.562)

Values from the calculation:
Gap between HOMO and LUMO (spin up / spin down) ... 0.3451 / 0.3165 Eh

natural (NBO) atomic charge list, values in e, 6 entries:
1. C -0.5969
2. C 0.0111
3. O -0.9286
4. O -0.9086
5. F -0.2986
6. S 2.0888


<B>
C2H3FO2S in the gas phase. Source: the Open Molecules 2025 dataset; level of theory: ωB97M-V/def2-TZVPD.

Atoms and positions in Å:
C (0.026, -0.128, -0.052)
C (1.460, -0.579, -0.269)
O (1.805, -1.731, -0.034)
O (2.322, 0.441, -0.624)
S (4.009, 0.215, -0.490)
F (4.317, 0.194, 1.095)
H (0.076, 0.851, 0.298)
H (-0.372, -0.985, 0.441)
H (-0.528, -0.127, -1.038)

Values from the calculation:
Gap between HOMO and LUMO ... 0.3660 Eh
SMILES string ... CC(=O)OSF

natural (NBO) atomic charge list, values in e, 6 entries:
1. C -0.7215
2. C 0.7963
3. O -0.5581
4. O -0.6733
5. S 0.8817
6. F -0.4683


Most stable of them? <B>.


<A>
C3H6O2S in the gas phase. Source: the Open Molecules 2025 dataset; level of theory: ωB97M-V/def2-TZVPD.

Atoms and positions in Å:
C (0.862, -1.509, -0.729)
C (-0.362, -1.547, -0.252)
C (0.074, 1.300, 0.993)
O (-0.730, 0.757, -1.900)
O (-1.272, 1.003, 0.617)
S (-1.555, 0.269, -0.876)
H (1.699, -2.044, -0.437)
H (1.009, -0.614, -1.356)
H (-0.876, -1.913, 0.643)
H (0.751, 0.476, 1.108)
H (-0.093, 1.815, 1.963)
H (0.492, 2.007, 0.227)

Values from the calculation:
Gap between HOMO and LUMO ... 0.3624 Eh

natural (NBO) atomic charge list, values in e, 6 entries:
1. C -0.4525
2. C -0.3108
3. C -0.2764
4. O -0.9320
5. O -0.7186
6. S 1.4604


<B>
C3H6O2S in the gas phase. Source: the Open Molecules 2025 dataset; level of theory: ωB97M-V/def2-TZVPD.

Atoms and positions in Å:
C (-0.766, 1.834, -0.255)
S (-1.033, 0.039, -0.745)
C (-0.095, -0.618, 0.570)
C (1.048, -1.601, 0.190)
O (1.930, -1.916, 0.927)
O (0.983, -2.050, -1.085)
H (0.336, 2.038, -0.126)
H (-1.150, 2.616, -0.966)
H (-1.191, 2.179, 0.730)
H (0.358, 0.176, 1.170)
H (-0.810, -1.151, 1.199)
H (0.389, -1.545, -1.609)

Values from the calculation:
Gap between HOMO and LUMO ... 0.3682 Eh
SMILES string ... CSCC(=O)O

natural (NBO) atomic charge list, values in e, 6 entries:
1. C -0.7429
2. S 0.1963
3. C -0.6990
4. C 0.7943
5. O -0.5523
6. O -0.6793


Most stable of them? <B>.


<A>
C3H6O2S in the gas phase. Source: the Open Molecules 2025 dataset; level of theory: ωB97M-V/def2-TZVPD.

Atoms and positions in Å:
O (-0.619, -0.864, 1.582)
C (-0.274, -0.320, 0.581)
C (1.250, 0.235, 0.705)
O (1.601, 1.292, -0.143)
C (-0.952, -0.055, -0.793)
S (-1.396, -1.557, -1.685)
H (1.779, -0.701, 0.355)
H (1.444, 0.396, 1.921)
H (1.427, 2.126, 0.167)
H (-1.807, 0.735, -0.658)
H (0.086, 0.637, -1.185)
H (-2.539, -1.924, -0.847)

Values from the calculation:
Gap between HOMO and LUMO ... 0.3505 Eh
SMILES string ... O=C(CO)CS

natural (NBO) atomic charge list, values in e, 6 entries:
1. O -0.5287
2. C 0.5647
3. C -0.1884
4. O -0.7135
5. C -0.7207
6. S -0.0025


<B>
C3H6O2S in the gas phase. Source: the Open Molecules 2025 dataset; level of theory: ωB97M-V/def2-TZVPD.

Atoms and positions in Å:
O (1.430, 1.492, 0.331)
C (0.895, 0.981, -0.611)
O (0.904, 1.510, -1.853)
C (0.050, -0.263, -0.530)
C (-0.191, -0.716, 0.886)
S (-1.508, -1.993, 0.975)
H (0.950, 2.479, -1.826)
H (-0.905, -0.083, -1.022)
H (0.497, -1.068, -1.122)
H (-0.485, 0.152, 1.470)
H (0.638, -1.134, 1.446)
H (-2.276, -1.355, 1.856)

Values from the calculation:
Gap between HOMO and LUMO ... 0.3644 Eh
SMILES string ... O=C(O)CCS

natural (NBO) atomic charge list, values in e, 6 entries:
1. O -0.5763
2. C 0.7999
3. O -0.7003
4. C -0.5384
5. C -0.5028
6. S -0.0597


<C>
C3H6O2S in the gas phase. Source: the Open Molecules 2025 dataset; level of theory: ωB97M-V/def2-TZVPD.

Atoms and positions in Å:
C (-2.735, -0.161, 0.081)
S (-1.287, -1.248, -0.129)
O (0.081, -0.147, 0.079)
C (1.335, -0.436, -0.246)
C (2.317, 0.680, -0.037)
O (1.702, -1.487, -0.744)
H (-3.520, -0.955, 0.531)
H (-3.046, 0.344, -0.761)
H (-2.643, 0.566, 0.948)
H (1.975, 1.774, -0.366)
H (2.462, 0.689, 1.107)
H (3.358, 0.382, -0.464)

Values from the calculation:
Gap between HOMO and LUMO ... 0.3598 Eh
SMILES string ... CSOC(C)=O

natural (NBO) atomic charge list, values in e, 6 entries:
1. C -0.7673
2. S 0.5149
3. O -0.6468
4. C 0.7753
5. C -0.7256
6. O -0.5943


Most stable of them? <B>.


<A>
C5H13NS in the gas phase. Source: the Open Molecules 2025 dataset; level of theory: ωB97M-V/def2-TZVPD.

Atoms and positions in Å:
C (0.145, -2.166, 1.194)
S (0.718, -1.051, 0.078)
C (2.274, -0.606, 0.403)
N (0.825, -2.026, -1.354)
C (-0.582, 0.167, -0.522)
C (-0.615, 1.317, 0.456)
C (-1.614, 2.405, 0.077)
H (-0.976, -2.492, 1.136)
H (0.154, -1.568, 2.075)
H (2.491, 0.103, -0.395)
H (2.451, -0.421, 1.427)
H (0.051, -1.966, -2.011)
H (1.154, -2.982, -1.215)
H (-1.337, -0.513, -0.454)
H (-0.450, 0.576, -1.492)
H (-0.888, 0.966, 1.492)
H (0.377, 1.621, 0.581)
H (-1.238, 3.145, -0.762)
H (-2.409, 1.892, -0.316)
H (-1.979, 2.969, 0.959)

Values from the calculation:
Gap between HOMO and LUMO ... 0.3026 Eh
SMILES string ... C=S(=C)(N)CCC

natural (NBO) atomic charge list, values in e, 6 entries:
1. C -1.0395
2. S 1.5233
3. C -0.9936
4. N -1.0469
5. C -0.5706
6. C -0.4252


<B>
C5H13NS in the gas phase. Source: the Open Molecules 2025 dataset; level of theory: ωB97M-V/def2-TZVPD.

Atoms and positions in Å:
C (-3.042, -0.841, -1.415)
C (-2.331, 0.141, -0.484)
N (-1.210, -0.538, 0.146)
C (-0.466, 0.274, 1.088)
C (0.423, 1.281, 0.377)
C (1.477, 0.640, -0.523)
S (2.638, -0.395, 0.432)
H (-3.900, -0.442, -1.956)
H (-2.327, -1.186, -2.162)
H (-3.354, -1.728, -0.857)
H (-3.049, 0.477, 0.270)
H (-1.960, 0.972, -1.076)
H (-1.535, -1.422, 0.517)
H (0.143, -0.404, 1.690)
H (-1.145, 0.818, 1.758)
H (-0.156, 2.063, -0.107)
H (0.955, 1.785, 1.199)
H (0.988, 0.057, -1.289)
H (2.121, 1.421, -0.933)
H (2.324, -1.596, -0.066)

Values from the calculation:
Gap between HOMO and LUMO ... 0.3585 Eh
SMILES string ... CCNCCCS

natural (NBO) atomic charge list, values in e, 6 entries:
1. C -0.6088
2. C -0.2169
3. N -0.6428
4. C -0.2216
5. C -0.4215
6. C -0.5122


<C>
C5H13NS in the gas phase. Source: the Open Molecules 2025 dataset; level of theory: ωB97M-V/def2-TZVPD.

Atoms and positions in Å:
C (2.992, 1.471, 0.551)
S (1.812, -0.019, 0.725)
C (0.650, 0.539, -0.529)
C (-0.460, -0.499, -0.913)
C (-1.763, -0.660, -0.113)
C (-2.710, -1.836, -0.638)
N (-2.198, 0.826, 0.234)
H (3.774, 1.137, -0.094)
H (3.180, 1.651, 1.583)
H (2.521, 2.231, -0.032)
H (0.011, 1.305, 0.019)
H (1.034, 1.017, -1.593)
H (-0.005, -1.453, -0.961)
H (-0.910, -0.370, -1.900)
H (-1.453, -1.084, 0.849)
H (-2.112, -2.851, -0.526)
H (-3.026, -1.619, -1.804)
H (-3.663, -1.842, 0.047)
H (-2.222, 1.153, 1.230)
H (-2.996, 1.158, -0.202)

Values from the calculation:
Gap between HOMO and LUMO ... 0.3371 Eh
SMILES string ... CSCC[C@H](C)N

natural (NBO) atomic charge list, values in e, 6 entries:
1. C -0.6821
2. S 0.1373
3. C -0.5763
4. C -0.4235
5. C -0.0362
6. C -0.6332


<D>
C5H13NS in the gas phase. Source: the Open Molecules 2025 dataset; level of theory: ωB97M-V/def2-TZVPD.

Atoms and positions in Å:
C (1.187, 0.263, 2.421)
N (0.227, 0.689, 1.414)
C (0.456, 0.137, 0.094)
C (0.338, -1.378, 0.126)
C (-0.509, 0.866, -0.873)
C (-0.835, 0.180, -2.182)
S (-2.098, -1.139, -2.056)
H (0.882, -0.666, 2.896)
H (2.214, 0.104, 2.052)
H (1.259, 1.005, 3.209)
H (0.242, 1.700, 1.359)
H (1.458, 0.391, -0.303)
H (1.223, -1.806, 0.600)
H (-0.521, -1.725, 0.711)
H (0.208, -1.854, -0.847)
H (-1.434, 1.114, -0.350)
H (-0.040, 1.827, -1.110)
H (-1.236, 0.907, -2.894)
H (0.042, -0.289, -2.645)
H (-3.062, -0.325, -1.622)

Values from the calculation:
Gap between HOMO and LUMO ... 0.3606 Eh
SMILES string ... CN[C@@H](C)CCS

natural (NBO) atomic charge list, values in e, 6 entries:
1. C -0.4171
2. N -0.6192
3. C -0.0399
4. C -0.6296
5. C -0.4177
6. C -0.5060


Most stable of them? <B>.


<A>
2 unconnected molecules or ions with the total composition C5H13NS. Source: the Open Molecules 2025 dataset; level of theory: ωB97M-V/def2-TZVPD.

Atoms and positions in Å:
C (2.200, 0.494, 0.472)
C (1.489, -0.894, 0.275)
C (0.083, -0.808, -0.434)
C (0.243, -0.162, -1.818)
S (-2.166, 1.484, 0.210)
C (-3.703, 1.295, 1.178)
N (2.289, -1.742, -0.440)
H (1.624, 1.035, 1.216)
H (2.448, 0.986, -0.459)
H (3.100, 0.186, 1.014)
H (1.260, -1.246, 1.291)
H (-0.538, -0.407, -2.536)
H (-0.518, -0.230, 0.290)
H (1.234, -0.432, -2.202)
H (0.402, 0.928, -1.851)
H (-4.092, 0.274, 1.152)
H (-4.511, 1.945, 0.867)
H (-3.436, 1.557, 2.200)
H (-0.184, -1.853, -0.583)
H (2.778, -2.410, 0.160)

Values from the calculation:
Gap between HOMO and LUMO ... 0.1283 Eh

natural (NBO) atomic charge list, values in e, 6 entries:
1. C -0.5765
2. C -0.0930
3. C -0.3695
4. C -0.6430
5. S -0.1302
6. C -0.7682


<B>
C5H13NS in the gas phase. Source: the Open Molecules 2025 dataset; level of theory: ωB97M-V/def2-TZVPD.

Atoms and positions in Å:
C (1.467, -1.554, 0.058)
N (0.766, -0.289, 0.044)
C (1.581, 0.784, 0.577)
C (0.080, -0.019, -1.214)
C (-1.409, 0.059, -0.948)
C (-1.743, 0.837, 0.313)
S (-1.967, -0.310, 1.703)
H (0.795, -2.399, -0.107)
H (2.221, -1.630, -0.729)
H (1.935, -1.702, 1.032)
H (2.626, 0.734, 0.221)
H (1.185, 1.759, 0.287)
H (1.649, 0.679, 1.665)
H (0.421, 0.951, -1.555)
H (0.340, -0.790, -1.937)
H (-1.996, 0.407, -1.807)
H (-1.739, -0.968, -0.763)
H (-0.967, 1.589, 0.456)
H (-2.716, 1.277, 0.176)
H (-2.528, 0.587, 2.530)

Values from the calculation:
Gap between HOMO and LUMO ... 0.3338 Eh
SMILES string ... CN(C)CCCS

natural (NBO) atomic charge list, values in e, 6 entries:
1. C -0.4037
2. N -0.4655
3. C -0.4066
4. C -0.2123
5. C -0.4145
6. C -0.5081


Most stable of them? <B>.


<A>
2 unconnected molecules or ions with the total composition C5H13NS. Source: the Open Molecules 2025 dataset; level of theory: ωB97M-V/def2-TZVPD.

Atoms and positions in Å:
C (-1.919, -0.964, -1.247)
N (-2.007, -0.436, -0.079)
C (-2.047, -1.471, 1.007)
H (-2.405, -1.912, -1.452)
H (-1.269, -0.489, -2.032)
H (-2.215, -0.994, 1.966)
H (-1.083, -2.005, 0.986)
H (-2.812, -2.219, 0.733)
C (1.954, -0.338, 0.173)
C (1.685, 0.925, -0.623)
C (1.100, 2.074, 0.207)
S (-0.567, 1.909, 0.870)
H (2.780, -0.148, 0.887)
H (2.184, -1.174, -0.481)
H (1.084, -0.627, 0.750)
H (2.573, 1.185, -1.188)
H (0.956, 0.712, -1.416)
H (1.192, 3.040, -0.329)
H (1.781, 2.317, 1.030)
H (-0.965, 0.614, 0.237)

Values from the calculation:
Gap between HOMO and LUMO ... 0.2875 Eh
SMILES string ... C=NC.CCCS

natural (NBO) atomic charge list, values in e, 6 entries:
1. C 0.0078
2. N -0.4205
3. C -0.4411
4. H 0.1543
5. H 0.1901
6. H 0.2240


<B>
C5H13NS in the gas phase. Source: the Open Molecules 2025 dataset; level of theory: ωB97M-V/def2-TZVPD.

Atoms and positions in Å:
C (-1.629, 0.285, -2.020)
N (-0.713, -0.720, -1.439)
C (-1.064, -1.127, -0.111)
C (-0.274, -0.360, 1.004)
C (1.187, -0.177, 0.531)
C (2.105, 0.505, 1.600)
S (1.792, 2.307, 1.608)
H (-2.668, -0.089, -1.962)
H (-1.502, 0.327, -3.109)
H (-1.503, 1.300, -1.647)
H (-0.625, -1.413, -2.166)
H (-1.010, -2.219, 0.050)
H (-2.161, -1.082, 0.108)
H (-0.730, 0.621, 1.114)
H (-0.231, -0.868, 1.971)
H (1.129, 0.527, -0.292)
H (1.715, -1.112, 0.327)
H (1.866, 0.204, 2.622)
H (3.152, 0.458, 1.356)
H (1.164, 2.633, 0.454)

Values from the calculation:
Gap between HOMO and LUMO ... 0.3563 Eh
SMILES string ... CNCCCCS

natural (NBO) atomic charge list, values in e, 6 entries:
1. C -0.4163
2. N -0.6451
3. C -0.2268
4. C -0.4130
5. C -0.3974
6. C -0.4909


<C>
C5H13NS in the gas phase. Source: the Open Molecules 2025 dataset; level of theory: ωB97M-V/def2-TZVPD.

Atoms and positions in Å:
C (-1.524, -2.474, 1.690)
C (-1.796, -2.590, 0.179)
C (-0.827, -2.020, -0.820)
N (-0.793, -0.372, -0.958)
C (0.372, 0.676, -1.048)
C (0.610, 1.466, 0.224)
S (2.061, 2.620, 0.214)
H (-1.007, -1.586, 1.940)
H (-0.949, -3.300, 2.268)
H (-2.426, -2.504, 2.240)
H (-2.776, -1.896, -0.073)
H (-2.121, -3.669, -0.067)
H (0.289, -2.270, -0.551)
H (-1.147, -2.444, -1.855)
H (-1.488, -0.199, -0.212)
H (1.235, 0.056, -1.291)
H (0.199, 1.401, -1.888)
H (0.718, 0.877, 1.174)
H (-0.324, 2.176, 0.411)
H (1.364, 3.695, -0.171)

Values from the calculation:
Gap between HOMO and LUMO ... 0.3481 Eh
SMILES string ... CCCNCCS

natural (NBO) atomic charge list, values in e, 6 entries:
1. C -0.6244
2. C -0.4331
3. C -0.2055
4. N -0.6914
5. C -0.2256
6. C -0.5259


<D>
C5H13NS in the gas phase. Source: the Open Molecules 2025 dataset; level of theory: ωB97M-V/def2-TZVPD.

Atoms and positions in Å:
C (1.941, 0.548, -1.347)
C (1.838, -0.009, 0.075)
N (0.657, 0.574, 0.894)
C (-0.588, -0.182, 0.850)
C (-1.626, 0.291, 1.919)
C (-1.114, -0.419, -0.634)
S (-2.504, -1.812, -0.880)
H (1.061, 1.133, -1.502)
H (2.738, 1.225, -1.334)
H (2.316, -0.198, -2.192)
H (2.771, 0.224, 0.694)
H (1.858, -1.046, -0.070)
H (0.560, 1.549, 0.577)
H (-0.043, -1.232, 1.203)
H (-1.347, -0.255, 2.755)
H (-1.409, 1.366, 2.037)
H (-2.626, 0.200, 1.565)
H (-1.583, 0.420, -1.067)
H (-0.335, -0.600, -1.392)
H (-2.563, -1.777, -2.149)

Values from the calculation:
Gap between HOMO and LUMO ... 0.3637 Eh
SMILES string ... CCN[C@@H](C)CS

natural (NBO) atomic charge list, values in e, 6 entries:
1. C -0.6444
2. C -0.2329
3. N -0.6305
4. C -0.0343
5. C -0.6187
6. C -0.4639


Most stable of them? <B>.